[1]
DFT (ωB97M-V/def2-TZVPD) results for a molecular structure, C29H22IN2O2Pt in a non-equilibrium geometry.

CARTESIAN COORDINATES (ANGSTROEM)
Pt 0.395 2.728 0.236
C 3.004 -1.138 0.149
C 1.981 -1.027 -0.923
N 1.614 -2.080 -1.572
C 0.738 -2.057 -2.567
C 0.112 -0.894 -2.960
C -0.876 -0.952 -4.107
O -2.117 -0.354 -3.817
C 0.403 0.308 -2.269
C -0.285 1.515 -2.594
N -0.329 2.613 -1.892
C -1.072 3.732 -2.234
C -2.227 3.678 -3.034
C -2.975 4.809 -3.295
C -2.608 6.037 -2.766
C -1.468 6.128 -1.984
C -0.718 4.996 -1.731
I 1.044 5.196 -0.512
C 1.423 0.281 -1.246
O 1.879 1.297 -0.668
H 3.292 -2.179 0.261
H 2.623 -0.739 1.088
H 3.877 -0.548 -0.123
H 0.547 -3.005 -3.050
H -0.994 -1.995 -4.415
H -0.461 -0.398 -4.957
H -2.660 -0.949 -3.288
H -0.829 1.499 -3.536
H -2.545 2.723 -3.423
H -3.862 4.738 -3.906
H -3.206 6.917 -2.946
H -1.174 7.075 -1.559
C -0.216 1.432 1.580
C -0.136 0.290 2.043
C 0.014 -0.996 2.538
C 0.695 -1.133 3.800
C 0.495 -2.238 4.643
C 1.171 -2.324 5.844
C 2.042 -1.317 6.243
C 2.227 -0.206 5.429
C 1.559 -0.107 4.230
C -0.395 -2.068 1.664
C 0.256 -3.312 1.657
C -0.047 -4.253 0.694
C -1.003 -3.991 -0.278
C -1.676 -2.776 -0.262
C -1.384 -1.826 0.692
H -0.225 -2.997 4.371
H 1.013 -3.178 6.486
H 2.560 -1.390 7.187
H 2.891 0.586 5.737
H 1.709 0.754 3.594
H 1.031 -3.514 2.383
H 0.474 -5.198 0.688
H -1.217 -4.725 -1.041
H -2.438 -2.574 -1.000
H -1.925 -0.891 0.715

Computed properties:
HOMO energy (alpha / beta) = -0.3342 / -0.4132 Eh
spin multiplicity = 5
<S²> = 6.09
gap between HOMO and LUMO (alpha / beta) = 4.9 / 4.9 eV
net charge = +1
energy above the lowest of the compared OMol25 structures with the same formula, charge and spin = 0.3233 eV

=====

[2]
DFT (ωB97M-V/def2-TZVPD) results for a molecular structure, C29H23BCl2IIrN4O4S2 in a non-equilibrium geometry.

CARTESIAN COORDINATES (ANGSTROEM)
Ir 0.097 -0.001 0.193
S -0.934 -1.850 2.052
C -2.613 -1.392 2.054
C -3.233 -0.509 2.916
C -4.614 -0.328 2.819
C -5.285 0.528 3.710
N -5.840 1.224 4.437
C -5.350 -1.013 1.816
C -4.712 -1.906 0.954
C -3.352 -2.111 1.093
S -2.367 -3.206 0.194
C -6.723 -0.770 1.639
N -7.838 -0.568 1.445
H -2.651 0.019 3.658
H -5.276 -2.430 0.197
Cl -3.631 3.102 -5.632
C -3.008 2.357 -4.199
C -3.901 1.929 -3.231
C -3.369 1.338 -2.079
Cl -4.450 0.757 -0.861
C -1.995 1.169 -1.857
O -1.588 0.574 -0.799
C -1.086 1.665 -2.883
C 0.310 1.607 -2.729
O 1.011 1.141 -1.784
C -1.643 2.234 -4.056
H -4.966 2.057 -3.327
H 0.869 2.037 -3.577
H -0.981 2.580 -4.836
C 8.746 -0.947 1.839
C 7.702 -0.472 2.859
C 7.919 -1.180 4.204
C 7.906 1.030 3.076
C 6.310 -0.798 2.340
C 5.982 -2.134 2.102
C 4.746 -2.532 1.622
C 3.821 -1.536 1.390
O 2.549 -1.618 0.949
B 2.039 -0.313 0.901
O 3.045 0.558 1.321
C 4.130 -0.192 1.624
C 5.366 0.195 2.099
H 9.749 -0.720 2.196
H 8.594 -0.438 0.889
H 8.678 -2.018 1.664
H 8.899 -0.931 4.606
H 7.856 -2.261 4.102
H 7.161 -0.860 4.915
H 8.915 1.206 3.446
H 7.202 1.413 3.811
H 7.786 1.573 2.141
H 6.714 -2.899 2.310
H 4.510 -3.568 1.441
H 5.562 1.238 2.281
N -0.147 -2.981 -2.843
C 0.507 -3.789 -1.955
C 0.768 -3.015 -0.867
N 0.287 -1.760 -1.085
C -0.259 -1.769 -2.274
H -0.496 -3.245 -3.748
H 0.736 -4.812 -2.168
H 1.253 -3.262 0.053
H -0.732 -0.932 -2.749
I 0.484 1.586 3.478
C -0.077 1.686 1.399
H 0.497 2.526 1.013
H -1.131 1.977 1.434

Computed properties:
HOMO energy (alpha / beta) = -0.1912 / -0.1969 Eh
spin multiplicity = 2
<S²> = 0.76
gap between HOMO and LUMO (alpha / beta) = 6.7 / 6.6 eV
net charge = -1
energy above the lowest of the compared OMol25 structures with the same formula, charge and spin = 2.2983 eV

=====

[3]
DFT (ωB97M-V/def2-TZVPD) results for a gas-phase ion, C29H23Cl2N2S (charge +1) in a non-equilibrium geometry.

CARTESIAN COORDINATES (ANGSTROEM)
Cl -5.349 1.664 -3.114
C -3.739 1.141 -2.858
C -3.433 -0.227 -2.822
C -2.146 -0.621 -2.454
C -1.200 0.315 -1.987
C 0.098 -0.196 -1.347
C 1.424 0.293 -1.994
C 2.368 -0.666 -2.406
C 3.641 -0.297 -2.832
C 3.968 1.065 -2.929
Cl 5.580 1.554 -3.211
C 2.974 2.024 -2.720
C 1.698 1.630 -2.298
C -1.475 1.666 -2.171
C -2.740 2.087 -2.607
H -4.197 -0.959 -3.069
H -1.849 -1.672 -2.541
H 0.092 -1.288 -1.520
H 2.077 -1.721 -2.396
H 4.388 -1.042 -3.081
H 3.182 3.074 -2.910
H 0.916 2.378 -2.273
H -0.706 2.413 -2.010
H -2.937 3.149 -2.750
C 4.029 -3.491 0.747
C 4.437 -2.231 0.295
C 3.553 -1.156 0.378
C 2.218 -1.349 0.736
C 1.357 -0.100 0.864
C 1.123 0.155 2.322
C -0.019 1.064 2.624
N -1.197 0.480 1.983
C -2.487 0.547 2.533
C -3.417 -0.120 1.737
C -4.778 -0.007 2.034
C -5.167 0.794 3.133
C -4.210 1.473 3.914
C -2.852 1.355 3.599
S -2.602 -0.893 0.383
C -1.111 -0.141 0.797
N 0.082 -0.078 0.090
C 1.814 -2.597 1.225
C 2.733 -3.660 1.236
H 4.723 -4.332 0.721
H 5.438 -2.068 -0.100
H 3.889 -0.140 0.146
H 1.946 0.732 0.466
H 0.984 -0.802 2.821
H 2.032 0.607 2.719
H -0.206 1.096 3.697
H 0.158 2.069 2.224
H -5.516 -0.523 1.407
H -6.225 0.898 3.383
H -4.523 2.097 4.756
H -2.074 1.902 4.143
H 0.811 -2.722 1.644
H 2.422 -4.624 1.643

Computed properties:
HOMO energy = -0.4201 Eh
gap between HOMO and LUMO = 8.5 eV
net charge = +1

=====

[4]
DFT (ωB97M-V/def2-TZVPD) results for C29H23F3N3O8PS in the gas phase in a non-equilibrium geometry.

CARTESIAN COORDINATES (ANGSTROEM)
C 4.593 0.882 -2.054
C 3.694 1.038 -0.857
O 2.464 0.301 -1.104
C 1.544 0.513 -0.137
C 0.145 0.084 -0.520
P -1.095 0.781 0.664
C -1.247 2.562 0.668
C -2.537 3.095 0.857
C -2.712 4.450 1.138
C -1.598 5.293 1.249
C -0.314 4.772 1.046
C -0.132 3.421 0.727
C -2.668 0.183 0.036
C -3.393 -0.833 0.667
C -4.652 -1.188 0.171
C -5.185 -0.542 -0.950
C -4.449 0.458 -1.593
C -3.195 0.812 -1.107
C -0.920 0.305 2.375
C -0.909 1.234 3.436
C -0.624 0.784 4.727
C -0.279 -0.567 4.940
C -0.344 -1.507 3.888
C -0.810 -1.083 2.642
O 1.843 1.093 0.896
H 5.586 1.293 -1.827
H 4.719 -0.160 -2.357
H 4.190 1.423 -2.918
H 4.185 0.637 0.042
H 3.474 2.106 -0.699
H -0.173 0.690 -1.404
H -3.411 2.445 0.807
H -3.725 4.831 1.282
H -1.745 6.353 1.505
H 0.555 5.429 1.154
H 0.875 3.037 0.579
H -2.990 -1.325 1.551
H -5.216 -1.976 0.673
H -6.172 -0.822 -1.329
H -4.839 0.963 -2.478
H -2.651 1.625 -1.588
H -1.135 2.292 3.234
H -0.656 1.502 5.558
H 0.029 -0.891 5.938
H -0.052 -2.555 4.029
H -1.102 -1.835 1.890
O 2.175 -4.641 0.496
S 1.547 -3.353 0.638
O 0.231 -3.290 1.243
C 2.776 -2.407 1.759
F 3.014 -3.143 2.874
F 3.931 -2.215 1.078
F 2.286 -1.197 2.139
C 1.409 -2.489 -0.980
C 0.473 -1.417 -1.276
C 0.316 -1.156 -2.680
N -0.735 -0.497 -3.328
O -1.671 0.200 -2.989
O -0.492 -0.681 -4.693
N 0.676 -1.400 -4.930
C 1.150 -1.680 -3.676
C 2.169 -2.623 -3.306
N 2.852 -3.446 -4.291
O 2.902 -3.153 -5.499
O 3.363 -4.502 -3.839
C 2.228 -3.061 -1.968
H -0.480 -1.377 -0.502
H 2.916 -3.876 -1.719

Computed properties:
HOMO energy = -0.2624 Eh
gap between HOMO and LUMO = 6.5 eV
energy above the lowest of the compared OMol25 structures with the same formula, charge and spin = 0.0000 eV

=====

[5]
DFT (ωB97M-V/def2-TZVPD) results for a molecular structure, C29H23IrN8O5 in a non-equilibrium geometry.

CARTESIAN COORDINATES (ANGSTROEM)
Ir -0.184 -0.385 -0.290
O -3.010 1.114 -3.273
C -2.086 0.841 -2.528
N -2.147 0.060 -1.410
C -3.181 -0.735 -1.096
C -4.377 -0.823 -1.838
C -5.406 -1.629 -1.436
C -5.290 -2.403 -0.269
C -4.135 -2.380 0.464
C -3.049 -1.559 0.100
N -1.887 -1.481 0.773
C -1.654 -2.103 1.966
O -2.488 -2.639 2.673
C -0.225 -2.044 2.409
C 0.114 -2.615 3.633
C 1.425 -2.534 4.068
C 2.359 -1.925 3.243
C 1.941 -1.393 2.031
N 0.676 -1.437 1.636
C -0.730 1.427 -2.774
C -0.488 2.086 -3.978
C 0.739 2.699 -4.167
C 1.682 2.621 -3.151
C 1.378 1.898 -2.008
N 0.198 1.322 -1.823
H -4.463 -0.221 -2.729
H -6.310 -1.679 -2.021
H -6.112 -3.024 0.049
H -4.043 -2.988 1.349
H -0.661 -3.092 4.214
H 1.719 -2.934 5.025
H 3.392 -1.860 3.543
H 2.651 -0.913 1.370
H -1.271 2.105 -4.723
H 0.956 3.227 -5.084
H 2.637 3.114 -3.243
H 2.110 1.783 -1.222
N -1.005 5.152 4.557
C 0.073 4.391 4.287
O 1.087 4.425 4.945
C -0.052 3.427 3.134
C -1.250 3.010 2.562
C -1.216 2.024 1.590
N -0.085 1.477 1.161
C 1.069 1.898 1.671
C 1.129 2.855 2.665
H -0.949 5.770 5.351
H -1.811 5.210 3.963
H -2.201 3.416 2.863
H -2.129 1.648 1.146
H 1.970 1.445 1.278
H 2.072 3.158 3.094
C 5.051 -1.927 -2.330
N 3.606 -1.971 -2.358
C 2.919 -2.719 -3.249
C 1.566 -2.784 -3.242
C 0.872 -2.048 -2.232
O -0.365 -2.037 -2.056
N 1.599 -1.283 -1.385
C 2.941 -1.191 -1.399
O 3.564 -0.476 -0.635
H 5.455 -2.493 -3.165
H 5.417 -2.345 -1.390
H 5.385 -0.891 -2.383
H 3.501 -3.273 -3.974
H 1.005 -3.368 -3.950

Computed properties:
HOMO energy (alpha / beta) = -0.3603 / -0.3560 Eh
spin multiplicity = 2
<S²> = 0.76
gap between HOMO and LUMO (alpha / beta) = 5.0 / 4.7 eV
net charge = +1
energy above the lowest of the compared OMol25 structures with the same formula, charge and spin = 4.1357 eV

=====

[6]
DFT (ωB97M-V/def2-TZVPD) results for a molecular structure, C29H23N2O8PSn.

CARTESIAN COORDINATES (ANGSTROEM)
Sn -2.877 -1.397 0.169
O -0.855 -1.775 -2.956
C -0.267 -0.804 -2.606
O -0.502 -0.300 -1.317
C 0.717 0.041 -3.294
C 1.211 -0.173 -4.575
C 2.143 0.726 -5.059
C 2.560 1.803 -4.274
C 2.055 2.001 -2.997
C 1.120 1.103 -2.505
P 0.250 1.083 -0.873
C 1.711 0.897 0.160
C 2.452 -0.264 -0.069
C 3.569 -0.539 0.701
C 3.981 0.370 1.667
C 3.268 1.543 1.867
C 2.123 1.808 1.128
C -0.674 2.602 -1.121
C -1.944 2.483 -1.677
C -2.662 3.625 -1.996
C -2.112 4.878 -1.769
C -0.842 4.991 -1.220
C -0.119 3.855 -0.894
H 0.874 -1.019 -5.159
H 2.557 0.596 -6.050
H 3.293 2.494 -4.671
H 2.394 2.840 -2.401
H 2.151 -0.975 -0.830
H 4.114 -1.460 0.546
H 4.857 0.160 2.264
H 3.592 2.254 2.615
H 1.548 2.701 1.327
H -2.381 1.506 -1.852
H -3.652 3.533 -2.422
H -2.674 5.768 -2.019
H -0.415 5.967 -1.036
H 0.863 3.955 -0.450
O 1.200 -6.692 2.574
C 1.682 -5.650 2.114
O 2.852 -5.257 1.961
C 0.621 -4.597 1.690
C 1.017 -3.297 1.398
C 0.080 -2.364 1.022
N -1.222 -2.674 0.916
C -1.624 -3.929 1.206
C -0.735 -4.905 1.601
C -3.119 -4.192 1.117
O -3.574 -5.277 1.357
O -3.831 -3.130 0.781
H 2.069 -3.053 1.469
H 0.341 -1.341 0.810
H -1.080 -5.899 1.847
N -3.227 -0.901 2.449
C -2.971 0.448 3.005
C -1.483 0.789 3.025
C -0.961 1.466 1.768
O -0.636 2.635 1.780
O -0.850 0.669 0.728
H -4.202 -1.158 2.582
H -2.691 -1.598 2.962
H -3.357 0.499 4.024
H -3.531 1.171 2.410
H -0.902 -0.119 3.210
H -1.292 1.479 3.844

Computed properties:
HOMO energy = -0.2836 Eh
gap between HOMO and LUMO = 6.9 eV
energy above the lowest of the compared OMol25 structures with the same formula, charge and spin = 0.0391 eV

=====

[7]
DFT (ωB97M-V/def2-TZVPD) results for a molecular structure, C29H23NO5PPdS.

CARTESIAN COORDINATES (ANGSTROEM)
Pd -0.604 -1.076 -0.503
C 1.930 5.432 0.529
C 0.596 5.300 0.170
C 0.015 4.039 0.109
C 0.751 2.898 0.422
C 2.090 3.042 0.778
C 2.676 4.300 0.831
P -0.137 1.277 0.324
C 1.323 0.138 0.220
C 1.831 -0.591 1.296
C 3.015 -1.307 1.164
C 3.706 -1.284 -0.034
C 3.230 -0.535 -1.106
C 2.045 0.155 -0.984
C -0.649 1.026 2.038
C -0.438 1.900 3.067
C -0.979 1.636 4.348
C -1.731 0.519 4.558
C -1.973 -0.409 3.510
C -2.767 -1.564 3.707
C -2.966 -2.435 2.678
C -2.374 -2.225 1.408
C -1.596 -1.123 1.186
C -1.402 -0.169 2.235
H 2.389 6.412 0.568
H 0.010 6.178 -0.074
H -1.025 3.934 -0.184
H 2.682 2.163 1.011
H 3.719 4.396 1.107
H 1.287 -0.605 2.233
H 3.380 -1.903 1.991
H 4.595 -1.889 -0.154
H 3.752 -0.550 -2.053
H 1.648 0.697 -1.835
H 0.132 2.807 2.904
H -0.793 2.329 5.159
H -2.157 0.319 5.535
H -3.207 -1.741 4.682
H -3.580 -3.317 2.827
H -2.532 -2.940 0.616
O -3.100 -2.968 -3.133
C -2.433 -2.130 -2.551
O -2.167 -2.144 -1.285
C -1.990 -0.910 -3.346
C -2.505 -0.700 -4.620
C -2.182 0.471 -5.280
C -1.359 1.397 -4.652
C -0.880 1.093 -3.390
N -1.182 -0.036 -2.758
H -3.146 -1.460 -5.042
H -2.571 0.667 -6.272
H -1.089 2.332 -5.125
H -0.234 1.784 -2.856
C 0.824 -4.353 0.064
S 1.410 -3.825 -1.536
O 2.863 -3.779 -1.423
O 0.888 -4.792 -2.480
O 0.828 -2.477 -1.727
H 0.806 -5.442 0.052
H -0.180 -3.970 0.241
H 1.505 -3.992 0.833

Computed properties:
HOMO energy = -0.1816 Eh
gap between HOMO and LUMO = 7.1 eV
net charge = -1
energy above the lowest of the compared OMol25 structures with the same formula, charge and spin = 2.3123 eV

=====

[8]
DFT (ωB97M-V/def2-TZVPD) results for a molecular structure, C29H24AsCl2N3Pt.

CARTESIAN COORDINATES (ANGSTROEM)
Pt 1.262 -1.004 0.709
N -0.956 -3.425 0.661
C -1.048 -2.583 1.731
C -2.014 -2.884 2.704
C -2.217 -2.046 3.766
C -1.461 -0.869 3.860
C -0.519 -0.616 2.914
N -0.283 -1.478 1.866
C -0.125 -3.420 -0.424
C -0.225 -4.444 -1.376
C 0.618 -4.448 -2.457
C 1.572 -3.426 -2.602
C 1.618 -2.456 -1.650
N 0.780 -2.450 -0.570
H -1.594 -4.210 0.698
H -2.599 -3.788 2.589
H -2.962 -2.286 4.514
H -1.602 -0.167 4.671
H 0.086 0.273 2.942
H -0.960 -5.228 -1.237
H 0.555 -5.242 -3.191
H 2.263 -3.410 -3.433
H 2.350 -1.650 -1.693
C 3.634 2.969 -3.258
C 3.754 3.095 -1.864
C 2.837 2.483 -1.044
C 1.769 1.777 -1.642
C 1.664 1.606 -3.041
C 2.589 2.240 -3.841
As 0.342 1.164 -0.615
C -0.478 2.187 0.715
C 0.080 2.989 1.712
C -0.776 3.749 2.490
C -2.148 3.692 2.260
C -2.695 2.887 1.258
C -1.864 2.110 0.472
C -2.294 1.257 -0.669
C -3.593 1.078 -1.103
C -3.847 0.264 -2.209
C -2.823 -0.384 -2.894
C -1.511 -0.214 -2.483
C -1.268 0.624 -1.396
H 4.370 3.440 -3.899
H 4.563 3.676 -1.442
H 2.919 2.577 0.031
H 0.843 1.057 -3.483
H 2.503 2.181 -4.918
H 1.149 3.039 1.869
H -0.382 4.399 3.259
H -2.815 4.298 2.860
H -3.764 2.906 1.094
H -4.421 1.571 -0.610
H -4.869 0.140 -2.543
H -3.055 -1.003 -3.750
H -0.701 -0.703 -3.011
Cl 3.861 0.393 4.786
C 3.706 -0.581 3.446
Cl 2.489 0.429 2.070
H 3.109 -1.476 3.579
H 4.587 -0.661 2.819

Computed properties:
HOMO energy = -0.7244 Eh
gap between HOMO and LUMO = 4.8 eV
net charge = +4
energy above the lowest of the compared OMol25 structures with the same formula, charge and spin = 0.0118 eV

=====

Short version: M = 752.489, 956.500, 502.490, 661.551, 755.771, 677.194, 634.966, 755.438 g/mol, in the order given.